{"formula": "CH2N4OS", "method": "wB97M-V/def2-TZVPD", "charge": 0, "homo_lumo_gap_ev": 9.64, "e_tot_ev": -19909.1808, "smiles": "Nn1nnoc1=S", "e_above_lowest_kj_mol": 72.82, "e_homo_ha": -0.344, "spin_multiplicity": 1, "species": ["N", "N", "N", "N", "O", "C", "S", "H", "H"], "positions_angstrom": [[1.232, -0.304, -0.845], [-0.023, -0.126, -0.329], [-1.085, 0.045, -1.177], [-2.084, 0.178, -0.489], [-1.701, 0.232, 0.885], [-0.356, 0.097, 0.940], [0.687, 0.464, 2.136], [1.660, -1.138, -0.389], [1.668, 0.552, -0.731]], "atomic_forces_ev_per_a": [[-1.1599, -2.5319, -0.1476], [0.1239, -0.4431, -1.8836], [0.6783, -1.0221, 0.3967], [-0.8142, 0.6254, 0.5350], [0.0904, -0.3059, 0.1062], [-0.5560, 1.1874, 0.4205], [-0.1542, -0.4284, 0.5477], [-0.1485, 1.3699, -0.4259], [1.9402, 1.5487, 0.4510]]}